Formula: C6H13NO
Source: OMol25
Level of theory: wB97M-V/def2-TZVPD

## Properties
- Energy: -9969.3597 eV
- HOMO-LUMO gap: 10.0 eV
- Lowest unoccupied orbital energy: 1.08 eV
- Relative energy (zero: lowest compared OMol25 entry of this formula, charge and spin): 1.815 eV
- Multiplicity: 1
- SMILES string: C/C=C/C[C@H](N)CO

XYZ file:
```
21
Properties=species:S:1:pos:R:3:forces:R:3:nbo_charge:R:1
H -1.4997 -1.0512 3.2352 -0.079 0.039 0.115 0.22
N 0.0377 0.9926 -2.5059 0.263 -0.237 -0.069 -0.84
H -1.8737 -1.4470 0.5018 -0.079 0.514 -0.285 0.19
H 1.5843 -0.8023 -0.9470 -0.075 0.114 0.453 0.20
H 0.0125 -1.2979 -1.4025 -0.132 -0.049 0.265 0.21
H -0.8745 0.9992 -0.6462 -0.043 -0.210 0.083 0.20
C -1.0144 -1.4006 1.1541 0.003 -0.758 1.285 -0.17
C 0.1990 -1.1118 0.7296 0.865 0.076 -1.003 -0.20
C 0.5274 -0.6588 -0.6706 -0.349 -0.324 -1.044 -0.46
H 2.0408 1.7811 -0.8603 -0.143 0.156 -0.471 0.16
O 0.4210 3.0851 -0.4346 0.339 -0.109 -0.258 -0.72
C 1.0343 1.8002 -0.4351 -0.103 -0.198 0.899 -0.06
H 1.0795 -1.2988 1.3390 -0.276 0.243 0.447 0.20
H 1.1855 1.5247 0.6077 -0.019 -0.142 0.331 0.16
C 0.1123 0.7665 -1.0526 0.008 0.618 -0.383 -0.07
H 0.5973 0.3141 -3.0166 -0.033 0.148 0.118 0.35
C -1.2588 -1.8863 2.5816 0.163 0.386 -1.008 -0.64
H -2.0985 -2.5706 2.5699 -0.044 -0.262 0.286 0.21
H -0.9033 0.9239 -2.8660 -0.051 -0.036 0.111 0.36
H 1.0415 3.7052 -0.8196 -0.093 0.140 -0.102 0.47
H -0.3504 -2.3675 2.9380 -0.123 -0.110 0.229 0.21
```
Forces are in eV/Å.

=====

Formula: C6H13NO
Source: OMol25
Level of theory: wB97M-V/def2-TZVPD

## Properties
- Energy: -9964.1090 eV
- HOMO-LUMO gap (alpha / beta): 7.7 / 6.6 eV
- Lowest unoccupied orbital energy (alpha / beta): 0.95 / 0.60 eV
- Relative energy (zero: lowest compared OMol25 entry of this formula, charge and spin): 7.065 eV
- Multiplicity: 1

XYZ file:
```
21
Properties=species:S:1:pos:R:3:forces:R:3:nbo_charge:R:1
C 2.5930 -0.9372 0.7212 1.027 -0.368 0.335 -0.11
H 0.3413 0.4681 1.6739 0.016 -0.022 0.045 0.20
H -3.2796 2.0492 -1.0016 0.169 -0.110 0.078 0.20
N -0.6606 1.8886 -1.5631 -0.193 -0.187 0.289 -0.73
O 3.3477 -0.5516 -0.3702 -0.057 0.118 -0.038 -0.71
C -2.7437 1.3442 -0.3429 -0.089 -0.072 0.101 -0.74
H 0.6552 -0.6838 -1.1417 0.017 -0.027 0.002 0.22
H -1.2547 2.5274 -2.1262 0.107 -0.231 0.207 0.32
H -1.4256 -1.8592 -0.2049 -0.002 -0.047 0.021 0.23
H 2.4620 -2.0129 0.7326 -0.061 0.000 -0.025 0.16
H 2.8743 -0.5065 1.6825 -0.001 0.030 -0.051 0.15
C 0.3252 -0.6773 -0.1093 -0.185 0.590 0.223 -0.06
H -3.2075 0.3583 -0.4371 0.040 0.059 0.002 0.23
C -1.2782 1.2634 -0.6658 -0.373 0.818 -0.778 0.28
H 1.1799 1.2297 0.2008 0.039 -0.017 0.023 0.22
C 0.6521 0.3956 0.6402 -0.467 -0.451 -0.376 -0.32
H -0.7313 -1.7538 1.4231 0.023 0.009 -0.026 0.21
H 3.4993 0.4000 -0.3442 -0.020 -0.096 0.023 0.47
C -0.4913 -1.8284 0.3619 0.019 0.004 -0.012 -0.67
H 0.0263 -2.7727 0.1761 -0.030 0.017 0.024 0.23
H -2.8837 1.6590 0.6948 0.022 -0.018 -0.066 0.23
```
Forces are in eV/Å.

=====

Formula: C6H13NO
Source: OMol25
Level of theory: wB97M-V/def2-TZVPD

## Properties
- Energy: -9968.6497 eV
- HOMO-LUMO gap: 8.4 eV
- Lowest unoccupied orbital energy: 0.67 eV
- Relative energy (zero: lowest compared OMol25 entry of this formula, charge and spin): 2.525 eV
- Multiplicity: 1
- SMILES string: C=CNC/C=C/C.O

XYZ file:
```
21
Properties=species:S:1:pos:R:3:forces:R:3:nbo_charge:R:1
C 1.8820 -2.4410 -1.0654 -0.024 -0.206 -0.342 -0.65
H 3.1562 3.3511 2.2673 -0.116 0.390 0.179 0.47
C 0.8363 -1.3708 -1.0396 0.135 -0.140 0.581 -0.14
H -2.9026 -0.7007 -0.0569 0.009 0.113 0.320 0.39
H 2.7442 4.7289 2.8782 -0.050 -0.266 0.005 0.47
C -1.4118 -0.3717 -1.4895 0.401 -0.147 0.476 -0.24
C -2.1199 0.9555 1.9276 -0.514 -0.339 0.334 -0.55
C -0.4115 -1.5165 -1.4714 0.613 0.756 -1.454 -0.23
H -0.5702 -2.3036 -2.2094 -0.397 -0.504 0.687 0.19
C -1.6307 0.7429 0.7034 -0.282 -0.134 0.746 0.02
H -0.8696 0.5435 -1.7405 -0.127 0.045 -0.051 0.20
H 1.4400 -3.4108 -1.2938 0.020 -0.019 0.071 0.21
N -2.0825 -0.1456 -0.2243 -0.096 -0.214 -0.640 -0.60
H -2.1502 -0.5457 -2.2715 -0.060 0.055 0.028 0.20
H 2.4172 -2.5052 -0.1219 -0.099 -0.050 0.217 0.22
H 2.6504 -2.2592 -1.8147 0.058 0.193 -0.175 0.22
H -0.7575 1.2900 0.4211 0.314 0.471 -0.551 0.18
O 3.3320 4.3018 2.2481 0.162 -0.129 -0.182 -0.94
H 1.1586 -0.4429 -0.5669 -0.257 0.013 0.091 0.18
H -2.8864 0.3230 2.3649 -0.165 0.052 -0.260 0.19
H -1.8240 1.7770 2.5552 0.476 0.060 -0.079 0.20
```
Forces are in eV/Å.

=====

Formula: C6H13NO
Source: OMol25
Level of theory: wB97M-V/def2-TZVPD

## Properties
- Energy: -9968.5746 eV
- HOMO-LUMO gap: 8.1 eV
- Lowest unoccupied orbital energy: 0.74 eV
- Relative energy (zero: lowest compared OMol25 entry of this formula, charge and spin): 2.600 eV
- Multiplicity: 1
- SMILES string: C/C=C/C(C)=C/N.O

XYZ file:
```
21
Properties=species:S:1:pos:R:3:forces:R:3:nbo_charge:R:1
C -0.7789 1.1070 -3.0378 -1.794 0.543 -0.162 -0.66
H -2.0497 0.1619 -1.4571 2.256 0.291 -0.402 0.19
H -2.1114 -0.3896 0.3069 -0.068 -0.565 0.312 0.23
H -0.8083 0.3479 -3.8236 0.867 0.389 -0.319 0.22
H -1.4689 -0.0231 1.8367 0.319 -1.382 -0.862 0.22
H 1.1053 0.3936 -1.2473 -0.308 -0.456 -0.159 0.21
H -1.6469 1.7377 -3.2832 -0.234 -0.321 0.291 0.21
H 0.8019 1.2389 1.0809 -0.204 1.015 -0.042 0.48
H -0.0311 1.8789 -2.9951 1.142 -0.412 -0.458 0.22
C -0.9461 0.4085 -1.7375 -1.156 -0.549 0.485 -0.18
C 0.1042 0.0161 -1.0007 -1.653 0.848 0.632 -0.22
H 0.4581 -1.9468 2.6948 -0.705 0.224 -0.083 0.39
H 1.1760 2.5443 1.8385 -0.084 -0.058 -0.125 0.46
C -0.0542 -0.6064 0.3242 1.553 -2.783 0.310 -0.15
O 0.7030 2.2252 1.0603 0.292 -0.810 0.258 -0.95
H 1.9202 -0.8946 0.2252 0.448 -0.996 0.854 0.20
H 2.0869 -1.5970 2.4789 -0.558 -0.501 -0.055 0.38
N 1.1929 -1.8170 2.0363 2.325 -0.596 0.827 -0.81
C -1.3650 -0.8204 0.9943 -1.405 4.161 0.359 -0.67
H -1.7738 -1.7288 1.3683 0.460 -1.117 0.068 0.22
C 1.0643 -1.2139 0.8360 -1.492 3.074 -1.731 0.02
```
Forces are in eV/Å.

=====

Formula: C6H13NO
Source: OMol25
Level of theory: wB97M-V/def2-TZVPD

## Properties
- Energy: -9960.3126 eV
- HOMO-LUMO gap (alpha / beta): 11.4 / 6.3 eV
- Lowest unoccupied orbital energy (alpha / beta): -3.26 / -8.14 eV
- Relative energy (zero: lowest compared OMol25 entry of this formula, charge and spin): 2.046 eV
- Multiplicity: 2
- Charge: +1

XYZ file:
```
21
Properties=species:S:1:pos:R:3:forces:R:3:mulliken_spin:R:1
H 2.0798 0.5037 -0.6635 -0.205 -0.353 -0.234 0.01
H 1.1946 -0.8323 -2.3076 -0.075 -0.255 -0.264 0.00
N 0.2242 0.0843 0.0598 -0.828 5.096 2.338 0.70
C 0.8899 0.2055 -2.3831 0.563 0.109 0.833 0.06
H 1.8590 -0.5824 1.1522 -0.024 -0.836 0.061 0.00
H -0.7776 2.0059 0.0603 0.072 -0.008 -0.447 0.02
C -2.2705 0.3679 -0.1926 0.647 -0.090 -0.031 0.08
C 1.0461 0.7659 -0.9471 2.401 -1.732 -0.241 0.01
H 0.7773 0.3498 2.1235 -0.222 0.251 -0.588 0.03
C -0.0644 -1.5852 1.7683 -0.168 -2.398 -0.895 0.05
H 1.6726 0.7211 -2.9427 -0.407 -0.027 -0.345 0.00
H -0.0059 -2.3683 0.9860 0.170 0.277 0.272 -0.01
H -1.1375 -1.4264 1.8202 -0.086 0.826 0.115 0.00
H 1.1442 1.8436 -0.8216 -1.287 0.166 -0.114 0.01
H 0.1605 -2.1405 2.6786 0.564 0.627 0.164 0.00
C -0.9132 0.9858 0.3900 -1.101 -1.837 -0.539 -0.01
H -0.0910 0.2514 -2.8441 -0.040 0.392 0.051 0.00
H -1.1404 0.9929 1.4545 0.255 -0.203 0.127 0.00
H -2.2241 -0.7224 -0.2894 -0.115 -0.255 -0.011 0.00
O -3.2251 1.0070 -0.4452 -0.182 0.507 -0.017 0.05
C 0.8016 -0.4272 1.3436 0.068 -0.256 -0.235 0.01
```
Forces are in eV/Å.

=====

| no. | molar mass (g mol⁻¹) |
| --- | --- |
| 1 | 115.176 |
| 2 | 115.176 |
| 3 | 115.176 |
| 4 | 115.176 |
| 5 | 115.176 |